# 1
17
Properties=species:S:1:pos:R:3:lowdin_charge:R:1 method="wB97M-V/def2-TZVPD" e_above_lowest_kj_mol=92.76 smiles=CSC.CC charge=0 homo_ev=-8.469 gap_ev=9.442 e_lumo_ev=1.0
C -3.083 0.593 -0.337 -0.447
S -2.348 1.810 -1.401 0.739
C -0.844 2.293 -0.609 -0.473
H -3.545 0.940 0.551 0.019
H -3.847 0.086 -0.939 0.034
H -2.321 -0.151 -0.131 0.024
H -0.840 2.726 0.444 0.067
H -0.661 3.152 -1.213 -0.007
H -0.097 1.444 -0.712 0.044
C 1.572 -1.331 0.960 -0.153
C 2.832 -1.775 0.120 -0.163
H 0.821 -0.942 0.332 0.018
H 1.238 -2.227 1.439 0.043
H 1.775 -0.603 1.788 0.075
H 3.807 -1.598 0.641 0.072
H 2.636 -1.565 -0.966 0.072
H 2.905 -2.852 0.032 0.036


# 2
17
Properties=species:S:1:pos:R:3:mulliken_spin:R:1 method="wB97M-V/def2-TZVPD" e_above_lowest_kj_mol=38.87 charge=+1 homo_ev="-14.776 / -14.776" gap_ev="11.425 / 6.328" spin_multiplicity=2 e_lumo_ev="-3.4 / -8.4"
C 0.055 -2.246 -1.788 -0.036
C -2.007 -0.257 -1.258 -0.034
S -0.784 -0.773 -2.385 0.887
H -0.277 -2.705 -0.859 -0.004
H -0.012 -3.001 -2.575 0.044
H 1.128 -2.030 -1.734 0.044
H -1.760 0.734 -0.864 0.058
H -2.113 -0.842 -0.345 -0.002
H -3.010 -0.110 -1.718 0.044
C 1.051 1.295 0.970 -0.002
C 1.120 1.542 2.491 0.001
H 1.863 0.692 0.546 0.000
H 0.111 0.772 0.724 0.002
H 1.140 2.166 0.316 -0.001
H 2.139 1.888 2.611 0.000
H 0.985 0.626 3.061 0.000
H 0.372 2.249 2.807 0.000


# 3
18
Properties=species:S:1:pos:R:3:lowdin_charge:R:1 method="wB97M-V/def2-TZVPD" e_above_lowest_kj_mol=61.61 smiles=CCS.CCS charge=0 homo_ev=-8.708 gap_ev=9.536 e_lumo_ev=0.8
C -2.468 -0.579 0.074 -0.188
C -1.979 0.637 0.830 -0.661
S -1.686 2.118 -0.148 0.672
H -3.515 -0.503 -0.233 0.069
H -2.516 -1.518 0.639 0.072
H -1.803 -0.831 -0.756 0.058
H -2.725 0.824 1.611 0.062
H -1.067 0.385 1.369 0.052
H -0.667 2.544 0.638 -0.141
C 1.707 -1.181 -0.561 -0.184
C 2.277 0.011 0.160 -0.602
S 2.422 1.532 -0.892 0.637
H 0.956 -0.976 -1.311 0.058
H 1.489 -1.924 0.213 0.076
H 2.514 -1.702 -1.097 0.074
H 1.652 0.307 1.004 0.044
H 3.273 -0.139 0.562 0.052
H 2.136 0.997 -2.102 -0.149


# 4
18
Properties=species:S:1:pos:R:3:lowdin_charge:R:1 method="wB97M-V/def2-TZVPD" e_above_lowest_kj_mol=174.84 smiles=CCS[SiH](C)C charge=0 homo_ev=-8.321 gap_ev=9.025 e_lumo_ev=0.7
C -2.889 0.270 0.578 -0.195
C -1.854 0.131 -0.504 -0.699
S -0.905 -1.440 -0.437 0.531
Si 1.143 -0.270 0.337 0.569
C 2.247 -1.618 -0.437 -0.269
C 1.599 1.527 -0.124 -0.215
H -3.691 -0.539 0.437 0.091
H -2.338 0.200 1.614 0.103
H -3.348 1.242 0.599 0.048
H -1.153 0.947 -0.357 0.018
H -2.119 0.255 -1.482 0.017
H 0.927 -0.385 1.734 -0.061
H 1.616 -2.219 -1.155 0.015
H 3.172 -1.303 -0.717 -0.027
H 2.242 -2.426 0.314 0.028
H 1.134 1.883 -0.965 -0.012
H 1.516 2.214 0.705 0.022
H 2.701 1.532 -0.140 0.036


# 5
23
Properties=species:S:1:pos:R:3:lowdin_charge:R:1 method="wB97M-V/def2-TZVPD" e_above_lowest_kj_mol=33.56 charge=0 homo_ev=-7.715 gap_ev=7.655 e_lumo_ev=-0.1
O 4.128 -34.242 -4.490 0.091
H 4.614 -33.610 -5.087 0.073
H 3.700 -33.687 -3.747 -0.082
H 4.758 -34.859 -4.072 0.158
I 4.913 -30.988 -3.898 -0.095
O 7.509 -28.993 -1.254 0.030
C 7.267 -29.826 -0.401 -0.614
N 6.209 -30.676 -0.501 0.127
C 8.100 -29.948 0.846 -0.021
H 6.117 -31.496 0.070 0.081
H 5.704 -30.714 -1.385 -0.082
H 7.949 -30.854 1.434 0.066
H 7.905 -29.083 1.479 0.083
H 9.141 -29.969 0.526 0.083
O 3.463 -34.140 -2.664 0.001
C 2.970 -33.739 -1.599 -0.452
N 2.755 -32.422 -1.387 0.196
C 2.608 -34.709 -0.494 0.023
H 3.280 -31.737 -1.904 -0.047
H 2.196 -32.177 -0.589 0.112
H 3.539 -34.961 0.016 0.097
H 2.184 -35.636 -0.866 0.090
H 1.933 -34.213 0.202 0.082


# 6
22
Properties=species:S:1:pos:R:3:lowdin_charge:R:1 method="wB97M-V/def2-TZVPD" e_above_lowest_kj_mol=87.89 charge=+1 homo_ev=-13.255 gap_ev=9.070 e_lumo_ev=-4.2
C -0.030 2.456 -0.175 -0.079
C -0.140 -3.280 0.204 0.010
C -0.803 1.208 -0.845 -0.236
C -0.885 -1.229 -0.620 -0.582
N -0.321 -0.002 -0.183 -0.265
N 0.062 -2.217 -0.383 -0.083
N 2.274 0.385 1.439 -0.439
O -2.115 -1.459 -0.042 0.015
I 2.158 -0.206 -0.408 1.553
H 1.085 2.419 -0.540 0.060
H -0.453 3.397 -0.374 0.043
H -0.167 2.378 0.976 0.099
H -1.099 -3.740 0.427 0.099
H 3.840 -0.214 -0.348 -0.120
H 0.683 -3.959 0.068 0.084
H -1.875 1.274 -0.709 0.110
H -0.675 0.977 -1.970 0.143
H -0.997 -1.134 -1.796 0.201
H 1.993 -0.561 2.034 0.108
H 1.560 1.088 1.653 -0.013
H -0.302 0.081 0.868 0.134
H -2.893 -1.858 -0.528 0.157


# 7
18
Properties=species:S:1:pos:R:3:lowdin_charge:R:1 method="wB97M-V/def2-TZVPD" e_above_lowest_kj_mol=183.25 smiles=CNC.CC charge=0 homo_ev=-8.825 gap_ev=9.918 e_lumo_ev=1.1
C 0.649 1.077 -0.678 -0.239
N 0.306 -0.102 -1.430 -0.203
C 1.546 -0.614 -2.177 -0.094
H 0.950 1.899 -1.459 0.088
H -0.212 1.562 -0.161 0.074
H 1.644 1.012 -0.140 0.090
H -0.409 0.378 -2.146 0.149
H 2.533 -0.423 -1.779 0.075
H 1.385 -0.153 -3.105 0.051
H 1.495 -1.642 -2.276 0.039
C -0.587 -0.697 1.921 -0.144
C -1.906 0.156 2.270 -0.163
H -0.771 -1.663 2.334 0.035
H 0.141 -0.320 2.605 0.040
H -0.423 -0.719 0.795 0.051
H -2.016 1.054 1.728 0.007
H -2.858 -0.426 2.248 0.058
H -1.808 0.627 3.349 0.088


# 8
19
Properties=species:S:1:pos:R:3:lowdin_charge:R:1 method="wB97M-V/def2-TZVPD" e_above_lowest_kj_mol=186.08 charge=+1 homo_ev=-14.774 gap_ev=11.924 e_lumo_ev=-2.8
C 1.261 0.658 1.708 -0.080
C 0.485 0.714 0.434 -0.330
C -0.885 -0.031 0.644 -0.159
C -1.490 -0.071 -0.743 -0.216
N -0.898 -1.094 -1.601 0.068
N 1.237 -0.027 -0.809 0.067
H 0.789 1.308 2.396 0.071
H 2.325 0.888 1.674 0.085
H 1.106 -0.423 2.207 0.140
H 0.303 1.791 0.139 0.162
H -1.479 0.543 1.385 0.142
H -0.822 -1.043 1.050 0.122
H -2.592 -0.341 -0.566 0.157
H -1.380 0.926 -1.099 0.116
H -0.936 -2.040 -1.342 0.118
H 0.419 -0.846 -1.490 0.168
H -1.301 -1.003 -2.495 0.120
H 1.958 -0.679 -0.531 0.106
H 1.900 0.771 -0.962 0.141


# 9
19
Properties=species:S:1:pos:R:3:lowdin_charge:R:1 method="wB97M-V/def2-TZVPD" e_above_lowest_kj_mol=142.24 smiles=CNCC[NH2+]C charge=+1 homo_ev=-13.762 gap_ev=10.622 e_lumo_ev=-3.1
C 1.490 -1.294 1.942 -0.068
N 0.771 -0.205 1.198 -0.150
C -0.650 -0.465 1.028 -0.195
C -1.218 0.087 -0.320 -0.101
N -0.075 0.433 -1.208 -0.018
C -0.322 1.413 -2.293 0.002
H 1.633 -2.092 1.217 0.083
H 0.919 -1.702 2.776 0.086
H 2.382 -0.794 2.294 0.086
H 0.931 0.657 1.714 0.116
H -0.725 -1.555 0.937 0.121
H -1.364 -0.197 1.807 0.128
H -1.832 -0.604 -0.894 0.136
H -1.842 0.963 -0.150 0.127
H 0.251 -0.437 -1.628 0.180
H 0.738 0.674 -0.621 0.151
H -1.177 2.078 -2.178 0.105
H -0.404 0.904 -3.249 0.105
H 0.491 2.135 -2.374 0.106


# 10
19
Properties=species:S:1:pos:R:3:lowdin_charge:R:1 method="wB97M-V/def2-TZVPD" e_above_lowest_kj_mol=712.65 charge=+1 homo_ev=-14.070 gap_ev=5.111 e_lumo_ev=-9.0
C 1.929 -1.462 0.145 -0.071
C 0.766 -0.986 1.011 -0.255
N -0.468 -1.032 0.193 -0.016
C -1.594 -0.429 0.865 -0.095
H 2.860 -1.403 0.712 0.086
H 2.056 -0.788 -0.713 0.076
H 1.748 -2.493 -0.125 0.082
H 0.983 0.055 1.269 0.105
H 0.540 -1.599 1.880 0.130
H -0.315 -0.403 -0.607 0.068
H -2.443 -0.457 0.174 0.105
H -1.822 -0.962 1.788 0.108
H -1.329 0.606 1.199 0.108
C -0.762 1.793 -1.602 -0.071
N 0.102 1.680 -0.434 0.209
H -1.261 2.768 -1.707 0.125
H -0.359 1.576 -2.601 0.144
H -1.386 1.055 -1.084 0.054
H 0.756 2.482 -0.364 0.107


# 11
20
Properties=species:S:1:pos:R:3:mulliken_spin:R:1 method="wB97M-V/def2-TZVPD" e_above_lowest_kj_mol=431.62 charge=0 homo_ev="-2.785 / -5.940" gap_ev="2.726 / 5.825" spin_multiplicity=2 e_lumo_ev="-0.1 / -0.1"
C 0.204 -0.924 0.947 0.021
C 0.820 0.560 1.165 0.004
C 0.044 1.532 0.377 0.532
C -1.301 1.808 0.618 0.120
N 0.725 2.269 -0.541 0.026
N -0.612 -0.939 -0.360 0.201
H 1.016 -1.636 1.096 0.012
H -0.395 -1.087 1.892 0.011
H 1.893 0.777 1.107 0.002
H 0.643 1.025 2.285 0.069
H -1.793 1.745 1.604 0.012
H -1.912 2.188 -0.197 -0.013
H 0.321 -3.763 -1.667 0.002
H 1.618 2.445 -0.386 0.019
H 0.163 2.761 -1.199 0.010
H -1.172 -0.143 -0.005 -0.046
H 0.067 -1.102 -1.145 -0.013
H -1.353 -1.698 -0.336 0.024
H 0.748 -2.928 -3.058 -0.003
O 0.279 -2.891 -2.197 0.010


# 12
20
Properties=species:S:1:pos:R:3:lowdin_charge:R:1 method="wB97M-V/def2-TZVPD" e_above_lowest_kj_mol=289.55 charge=+1 homo_ev=-12.581 gap_ev=9.216 e_lumo_ev=-3.4
C 1.040 -1.151 0.854 -0.135
C 0.942 0.252 1.350 -0.166
C -0.522 0.799 1.340 -0.219
C -2.585 0.574 0.195 0.010
N -1.433 0.107 0.454 -0.091
N 0.610 -1.271 -0.624 0.175
H 0.431 -1.869 1.387 0.130
H 2.069 -1.527 0.850 0.133
H 1.327 0.470 2.348 0.127
H 1.591 0.938 0.806 0.114
H -0.932 0.931 2.372 0.138
H -0.468 1.876 1.073 0.118
H -2.712 1.615 -0.159 0.093
H -3.507 0.014 0.404 0.097
H 0.963 -2.136 -1.028 0.165
H -0.413 -1.152 -0.626 0.119
H 1.079 -0.524 -1.147 0.097
H 0.726 1.400 -2.807 0.064
H 1.853 0.496 -3.407 0.070
O 1.279 0.634 -2.645 -0.038


# 13
20
Properties=species:S:1:pos:R:3:lowdin_charge:R:1 method="wB97M-V/def2-TZVPD" e_above_lowest_kj_mol=226.54 smiles=[NH3+]CCNCCO charge=+1 homo_ev=-13.382 gap_ev=10.240 e_lumo_ev=-3.1
N -0.761 -1.486 -1.079 0.162
C -0.525 -1.672 0.408 -0.160
C -1.026 -0.496 1.262 -0.185
N -0.706 0.799 0.518 -0.095
C 0.715 1.249 0.657 -0.189
C 1.140 1.777 -0.729 -0.223
O 1.478 0.609 -1.501 -0.129
H -1.456 -0.722 -1.142 0.152
H -1.156 -2.350 -1.492 0.174
H 0.073 -1.007 -1.612 0.183
H -1.061 -2.637 0.784 0.159
H 0.508 -1.970 0.566 0.115
H -2.123 -0.524 1.340 0.119
H -0.586 -0.496 2.312 0.144
H -1.377 1.503 0.880 0.127
H 0.775 2.029 1.436 0.125
H 1.402 0.347 0.736 0.132
H 2.027 2.475 -0.641 0.141
H 0.214 2.145 -1.251 0.130
H 2.445 0.428 -1.451 0.117


# 14
20
Properties=species:S:1:pos:R:3:lowdin_charge:R:1 method="wB97M-V/def2-TZVPD" e_above_lowest_kj_mol=628.70 charge=+1 homo_ev=-14.831 gap_ev=6.101 e_lumo_ev=-8.7
C -1.940 0.933 0.964 -0.100
C -1.160 -0.334 1.211 -0.133
C 0.347 -0.277 0.761 -0.189
N 1.924 -1.711 -1.691 0.124
C 0.586 -1.212 -1.422 -0.268
N 0.451 -0.032 -0.611 0.226
H -1.570 1.864 1.429 0.096
H -2.242 1.197 -0.051 0.089
H -2.908 0.827 1.524 0.111
H -1.649 -1.203 0.792 0.119
H -0.993 -0.483 2.325 0.162
H 0.932 -1.097 1.197 0.156
H 0.758 0.616 1.260 0.142
H 2.439 -1.949 -0.844 0.105
H 0.085 -2.105 -0.997 0.146
H 0.061 -1.071 -2.378 0.148
H 0.725 1.575 -0.387 -0.035
H 2.475 -1.075 -2.262 0.107
H 1.105 3.031 -0.717 0.057
O 0.575 2.508 -0.103 -0.063


# 15
20
Properties=species:S:1:pos:R:3:mulliken_spin:R:1 method="wB97M-V/def2-TZVPD" e_above_lowest_kj_mol=87.38 charge=+1 homo_ev="-9.603 / -15.512" gap_ev="6.653 / 7.835" spin_multiplicity=3 e_lumo_ev="-2.9 / -7.7"
C -0.284 -0.566 -1.803 -0.035
C -0.408 -1.635 0.890 -0.012
C 1.095 0.246 1.688 -0.037
C 0.486 0.131 -0.700 0.728
N 1.464 0.954 -0.914 0.336
N 0.334 -0.335 0.513 0.789
O -1.569 1.601 -0.288 0.026
H 0.552 -1.013 -2.416 0.039
H -0.722 0.209 -2.394 0.015
H -0.939 -1.405 -1.408 0.007
H -1.384 -1.701 0.532 0.029
H 0.015 -2.387 0.195 0.048
H -0.284 -1.780 1.942 -0.008
H 0.557 1.012 2.133 0.034
H 1.377 -0.528 2.351 0.008
H 1.970 0.695 1.180 0.006
H 1.412 1.775 -0.386 0.041
H 1.509 1.136 -1.908 -0.010
H -2.404 1.355 -0.618 0.000
H -1.607 1.406 0.656 -0.002


# 16
20
Properties=species:S:1:pos:R:3:mulliken_spin:R:1 method="wB97M-V/def2-TZVPD" e_above_lowest_kj_mol=384.33 charge=+2 homo_ev="-17.985 / -17.940" gap_ev="11.048 / 4.113" spin_multiplicity=2 e_lumo_ev="-6.9 / -13.8"
N 0.860 -1.795 0.402 0.004
C 0.165 -0.472 0.579 0.004
C -0.724 -0.176 -0.675 0.041
C -1.655 0.976 -0.504 0.074
O -2.798 0.865 -1.277 0.627
C 1.381 0.534 0.377 0.002
N 2.549 0.028 1.048 0.005
H 1.399 -1.835 1.288 0.000
H 0.246 -2.622 0.404 0.000
H 1.603 -1.834 -0.306 0.000
H -0.440 -0.285 1.489 -0.002
H -0.027 -0.179 -1.532 0.019
H -1.395 -1.003 -1.054 0.009
H -1.899 1.219 0.572 0.083
H -1.095 1.894 -0.824 0.144
H -3.372 1.650 -1.108 -0.013
H 0.974 1.475 0.823 0.004
H 1.640 1.013 -0.627 0.000
H 2.798 0.501 1.928 0.000
H 3.421 0.262 0.576 0.000


# 17
20
Properties=species:S:1:pos:R:3:mulliken_spin:R:1 method="wB97M-V/def2-TZVPD" e_above_lowest_kj_mol=308.64 charge=+2 homo_ev="-20.219 / -20.217" gap_ev="12.334 / 7.805" spin_multiplicity=2 e_lumo_ev="-7.9 / -12.4"
C 0.143 0.586 -3.216 0.032
N -0.748 -0.236 -2.365 0.786
C -0.425 -0.080 -1.031 0.074
O -1.100 -1.015 -0.107 0.001
H -0.048 1.659 -2.990 0.015
H -0.193 0.468 -4.279 0.005
H 1.248 0.348 -3.109 0.045
H -0.805 -1.179 -2.776 -0.014
H 0.677 -0.315 -0.921 0.036
H -0.652 0.914 -0.730 0.020
H -2.043 -0.778 -0.208 -0.001
C 1.298 0.646 2.349 -0.001
C -0.530 -0.835 2.850 0.000
N 0.297 -0.340 2.011 0.002
H 1.146 1.492 1.686 0.001
H 2.298 0.276 2.127 0.000
H 1.239 1.015 3.381 0.000
H -0.719 -0.381 3.828 0.000
H -1.091 -1.671 2.477 0.000
H 0.008 -0.576 1.021 0.000


# 18
20
Properties=species:S:1:pos:R:3:mulliken_spin:R:1 method="wB97M-V/def2-TZVPD" e_above_lowest_kj_mol=252.67 charge=+2 homo_ev="-17.036 / -16.991" gap_ev="7.550 / 4.088" spin_multiplicity=2 e_lumo_ev="-9.5 / -12.9"
O -2.801 0.515 0.407 0.808
C -2.400 1.678 0.405 -0.025
C -1.737 2.335 -0.795 0.136
H -2.518 2.324 1.329 0.085
H -0.866 1.783 -1.111 -0.007
H -1.404 3.367 -0.522 0.001
H -2.437 2.376 -1.630 -0.005
C 0.808 -0.825 0.091 0.000
N -0.140 -1.895 0.441 0.008
C 2.191 -1.447 0.004 0.000
N 3.201 -0.388 -0.360 0.000
H 0.832 -0.029 0.852 0.000
H 0.550 -0.356 -0.873 -0.001
H -0.577 -1.683 1.323 0.000
H -0.933 -1.908 -0.227 0.000
H 2.253 -2.200 -0.756 0.000
H 2.539 -1.890 0.970 0.000
H 4.148 -0.758 -0.426 0.000
H 2.981 0.025 -1.300 0.000
H 3.227 0.363 0.319 0.000


# 19
21
Properties=species:S:1:pos:R:3:lowdin_charge:R:1 method="wB97M-V/def2-TZVPD" e_above_lowest_kj_mol=138.42 charge=-1 homo_ev=-3.497 gap_ev=7.640 e_lumo_ev=4.1
C -0.287 0.782 -0.567 -0.227
N -0.781 -0.274 -1.512 -0.065
C 0.119 -1.551 -1.474 -0.485
O 1.369 -1.192 -1.582 -0.302
C -0.404 0.355 0.899 -0.426
C -1.922 0.270 1.172 -0.086
N 0.164 1.393 1.823 0.015
H -0.869 1.657 -0.746 0.091
H 0.743 1.088 -0.729 0.089
H -0.955 0.019 -2.464 0.063
H -0.209 -2.163 -2.425 0.097
H -0.079 -2.034 -0.384 0.110
H 0.119 -0.533 1.140 0.099
H -2.270 1.176 0.719 0.053
H -2.259 -0.531 0.520 0.056
H -2.417 0.133 2.113 0.050
H 0.386 1.099 2.774 0.058
H 1.106 1.507 1.480 0.039
H 3.542 -0.590 -0.435 -0.043
H 2.005 -0.354 -0.474 0.018
O 2.898 -0.256 0.151 -0.205


# 20
21
Properties=species:S:1:pos:R:3:lowdin_charge:R:1 method="wB97M-V/def2-TZVPD" e_above_lowest_kj_mol=181.33 charge=+1 homo_ev=-14.047 gap_ev=11.027 e_lumo_ev=-3.0
O -0.204 0.173 -2.320 0.085
C 0.848 -0.159 -1.830 -0.505
N 2.047 0.396 -2.082 0.180
C 0.871 -1.027 -0.491 -0.008
N 0.090 -0.272 0.585 0.071
C -1.442 -0.240 0.384 -0.182
C -2.147 -1.192 1.352 -0.074
H 2.870 -0.049 -1.725 0.103
H 2.213 1.129 -2.779 0.142
H 0.376 -1.996 -0.688 0.143
H 1.870 -1.298 -0.218 0.111
H 0.498 0.667 0.703 0.104
H 0.097 -0.712 1.519 0.161
H -1.831 -0.352 -0.624 0.117
H -1.784 0.808 0.488 0.132
H -2.161 -2.193 0.873 0.093
H -3.125 -0.764 1.722 0.109
H -1.656 -1.241 2.380 0.095
H 1.075 3.195 0.321 0.078
H 0.863 2.671 1.674 0.078
O 0.633 2.456 0.757 -0.035